No. 1
ORCA calculation (ωB97M-V/def2-TZVPD) on a cluster of 2 separate species, CHF3OS2 in total in a non-equilibrium geometry.

Properties
E_HOMO (spin up / spin down), eV: -9.732 / -9.727
LUMO energy (spin up / spin down), eV: -1.94 / -1.96
Energy above the lowest of the compared OMol25 structures with the same formula, charge and spin, kJ/mol: 34.0

Geometry (Å):
C1 -1.63 1.04 -0.03
O1 3.91 0.08 -0.10
F1 -1.93 0.41 1.02
F2 -2.51 0.89 -1.01
F3 -1.74 2.38 0.16
S1 3.60 1.46 0.41
S2 0.16 0.71 -0.46
H1 0.46 1.74 0.30

=====

No. 2
ORCA calculation (ωB97M-V/def2-TZVPD) on a cluster of 2 separate species, CHF3OS2 in total in a non-equilibrium geometry.

Properties
E_HOMO (spin up / spin down), eV: -9.445 / -9.449
LUMO energy (spin up / spin down), eV: -1.66 / -1.65
Energy above the lowest of the compared OMol25 structures with the same formula, charge and spin, kJ/mol: 35.9

Geometry (Å):
C1 1.09 -0.52 -0.04
O1 -2.45 0.73 -0.29
F1 0.55 -0.86 1.08
F2 2.23 -1.08 -0.20
F3 0.22 -0.85 -1.02
S1 -3.48 -0.30 -0.14
S2 1.60 1.31 0.13
H1 0.23 1.57 0.48

=====

No. 3
ORCA calculation (ωB97M-V/def2-TZVPD) on an isolated molecule of CHF3S2 in a non-equilibrium geometry.

Properties
E_HOMO, eV: -9.506
LUMO energy, eV: 0.35
Energy above the lowest of the compared OMol25 structures with the same formula, charge and spin, kJ/mol: 13.7

Geometry (Å):
C1 0.80 0.57 0.26
F1 0.77 1.08 -0.98
F2 1.92 -0.14 0.38
F3 0.87 1.57 1.17
S1 -2.05 -0.53 -0.67
S2 -0.71 -0.75 0.79
H1 -1.61 -1.80 -0.95

=====

No. 4
ORCA calculation (ωB97M-V/def2-TZVPD) on a cluster of 2 separate species, CHFI2S in total in a non-equilibrium geometry.

Properties
E_HOMO (spin up / spin down), eV: -8.931 / -8.587
LUMO energy (spin up / spin down), eV: -0.60 / -2.44
Energy above the lowest of the compared OMol25 structures with the same formula, charge and spin, kJ/mol: 288.0

Geometry (Å):
C1 0.75 -0.12 -0.19
F1 0.54 0.48 -1.26
S1 0.20 -2.70 -2.45
I1 2.66 -0.21 0.46
I2 2.20 -3.43 -1.53
H1 0.11 0.28 0.61

=====

No. 5
ORCA calculation (ωB97M-V/def2-TZVPD) on a cluster of 2 separate species, CHFI2S in total in a non-equilibrium geometry.

Properties
E_HOMO, eV: -8.389
LUMO energy, eV: -3.18
Energy above the lowest of the compared OMol25 structures with the same formula, charge and spin, kJ/mol: 243.3

Geometry (Å):
C1 0.54 -0.47 -0.05
F1 1.00 -1.23 -1.05
S1 0.94 1.11 -0.45
I1 -2.88 -0.91 -0.28
I2 0.92 2.32 1.60
H1 -0.52 -0.82 0.23

=====

No. 6
ORCA calculation (ωB97M-V/def2-TZVPD) on a cluster of 2 separate species, CHFINO2 in total in a non-equilibrium geometry.

Properties
E_HOMO, eV: -10.307
LUMO energy, eV: -1.40
Energy above the lowest of the compared OMol25 structures with the same formula, charge and spin, kJ/mol: 101.7

Geometry (Å):
C1 -2.34 -1.08 -1.24
N1 -3.45 -1.32 -1.55
O1 -1.23 -0.80 -1.15
O2 -0.12 1.22 0.37
F1 1.14 1.10 1.02
I1 -5.19 -1.49 -0.53
H1 -0.32 0.30 0.15

=====

No. 7
ORCA calculation (ωB97M-V/def2-TZVPD) on an isolated molecule of CHFN2OS in a non-equilibrium geometry.

Properties
E_HOMO, eV: -11.240
LUMO energy, eV: -0.13
Energy above the lowest of the compared OMol25 structures with the same formula, charge and spin, kJ/mol: 201.3

Geometry (Å):
C1 -0.54 1.25 0.43
N1 -1.25 2.14 0.58
N2 0.03 -1.10 -1.26
O1 1.86 0.24 0.10
F1 0.25 -1.02 1.36
S1 0.54 -0.18 0.02
H1 -0.89 -1.34 -1.22

=====

No. 8
ORCA calculation (ωB97M-V/def2-TZVPD) on an isolated molecule of CHFN2OS in a non-equilibrium geometry.

Properties
E_HOMO, eV: -9.837
LUMO energy, eV: -0.40
Energy above the lowest of the compared OMol25 structures with the same formula, charge and spin, kJ/mol: 455.6

Geometry (Å):
C1 0.76 0.35 0.78
N1 1.66 1.09 0.36
N2 -0.87 -1.21 -0.89
O1 1.93 -0.13 1.36
F1 -1.79 1.17 -0.07
S1 -1.16 -0.28 0.24
H1 -0.53 -0.98 -1.78

=====

No. 9
ORCA calculation (ωB97M-V/def2-TZVPD) on a cluster of 2 separate species, CHFNO2S in total in a non-equilibrium geometry.

Properties
E_HOMO, eV: -4.415
LUMO energy, eV: 4.05
Charge: -1
Energy above the lowest of the compared OMol25 structures with the same formula, charge and spin, kJ/mol: 505.7

Geometry (Å):
C1 -1.95 -0.58 -0.57
N1 0.68 -0.85 -0.31
O1 2.98 0.11 0.15
O2 0.96 1.60 0.36
F1 -2.55 -1.04 0.55
S1 1.51 0.29 0.05
H1 -1.63 0.46 -0.24

=====

No. 10
ORCA calculation (ωB97M-V/def2-TZVPD) on a cluster of 2 separate species, CHFNO2S in total in a non-equilibrium geometry.

Properties
E_HOMO (spin up / spin down), eV: -3.538 / -3.538
LUMO energy (spin up / spin down), eV: 3.48 / 3.48
Charge: -1
Energy above the lowest of the compared OMol25 structures with the same formula, charge and spin, kJ/mol: 169.3

Geometry (Å):
C1 -1.28 0.29 -0.08
N1 -0.54 1.18 -0.38
O1 1.59 -1.40 -0.50
O2 2.34 0.20 1.14
F1 -2.69 0.71 0.06
S1 1.99 -0.05 -0.20
H1 -1.40 -0.93 -0.03

=====

No. 11
ORCA calculation (ωB97M-V/def2-TZVPD) on an isolated molecule of CHFO2 in a non-equilibrium geometry.

Properties
E_HOMO, eV: -10.963
LUMO energy, eV: 0.99
Energy above the lowest of the compared OMol25 structures with the same formula, charge and spin, kJ/mol: 461.5

Geometry (Å):
C1 -0.21 0.07 -0.02
O1 0.68 -0.62 -0.72
O2 0.77 -0.74 0.70
F1 -0.04 1.40 0.14
H1 -1.19 -0.11 -0.09

=====

No. 12
ORCA calculation (ωB97M-V/def2-TZVPD) on a cluster of 2 separate species, CHFO2 in total in a non-equilibrium geometry.

Properties
E_HOMO, eV: -13.554
LUMO energy, eV: 0.31
Energy above the lowest of the compared OMol25 structures with the same formula, charge and spin, kJ/mol: 9.3

Geometry (Å):
C1 0.22 -0.76 1.11
O1 0.00 -1.05 2.18
O2 0.51 -0.59 0.02
F1 -0.68 1.47 -1.80
H1 -0.05 0.92 -1.51

=====

No. 13
ORCA calculation (ωB97M-V/def2-TZVPD) on a structure of composition CHFO2Ru in a non-equilibrium geometry.

Properties
E_HOMO (spin up / spin down), eV: -30.316 / -30.291
LUMO energy (spin up / spin down), eV: -18.33 / -21.72
Charge: +3
Multiplicity: 6
Energy above the lowest of the compared OMol25 structures with the same formula, charge and spin, kJ/mol: 0.0

Geometry (Å):
F1 -1.39 0.88 0.16
O1 1.00 0.72 -0.17
Ru1 2.78 0.38 0.29
O2 0.24 -0.49 -0.22
C1 -0.98 -0.32 -0.10
H1 -1.65 -1.17 0.05

=====

No. 14
ORCA calculation (ωB97M-V/def2-TZVPD) on a cluster of 2 separate species, CHFOS2 in total in a non-equilibrium geometry.

Properties
E_HOMO, eV: -9.953
LUMO energy, eV: -0.10
Energy above the lowest of the compared OMol25 structures with the same formula, charge and spin, kJ/mol: 14.5

Geometry (Å):
C1 -1.57 1.42 2.31
O1 -1.86 0.38 2.62
F1 -0.36 0.57 0.08
S1 -1.06 2.85 2.05
S2 0.24 1.34 -1.26
H1 0.31 2.50 -0.72

=====

No. 15
ORCA calculation (ωB97M-V/def2-TZVPD) on an isolated molecule of CHFS2 in a non-equilibrium geometry.

Properties
E_HOMO (spin up / spin down), eV: -8.540 / -8.589
LUMO energy (spin up / spin down), eV: -1.34 / -1.05
Energy above the lowest of the compared OMol25 structures with the same formula, charge and spin, kJ/mol: 103.8

Geometry (Å):
C1 -0.55 0.04 -0.22
F1 -1.44 -0.33 -1.13
S1 0.72 -0.98 0.08
S2 1.68 0.19 1.23
H1 -0.40 1.08 0.04

=====

No. 16
ORCA calculation (ωB97M-V/def2-TZVPD) on a structure of composition CHI2NO in a non-equilibrium geometry.

Properties
E_HOMO, eV: -9.829
LUMO energy, eV: -1.03
Energy above the lowest of the compared OMol25 structures with the same formula, charge and spin, kJ/mol: 182.8

Geometry (Å):
C1 0.01 0.14 -0.35
N1 0.16 -0.01 1.07
O1 1.23 -0.47 1.40
I1 -1.14 1.87 -0.61
I2 -1.05 -1.75 -0.52
H1 0.79 0.21 -0.99

=====

No. 17
ORCA calculation (ωB97M-V/def2-TZVPD) on a cluster of 2 separate species, CHI2O3P in total in a non-equilibrium geometry.

Properties
E_HOMO, eV: -0.380
LUMO energy, eV: 4.97
Charge: -2
Energy above the lowest of the compared OMol25 structures with the same formula, charge and spin, kJ/mol: 41.0

Geometry (Å):
C1 -1.11 -0.08 -0.31
O1 1.87 -0.78 -0.59
O2 0.97 -0.79 1.83
O3 1.88 1.34 0.87
P1 1.47 -0.05 0.65
I1 -2.73 -1.60 -0.52
I2 -1.86 2.10 -0.67
H1 -0.49 -0.14 -1.27

=====

No. 18
ORCA calculation (ωB97M-V/def2-TZVPD) on a cluster of 2 separate species, CHI3NO2S in total in a non-equilibrium geometry.

Properties
E_HOMO (spin up / spin down), eV: -4.473 / -4.472
LUMO energy (spin up / spin down), eV: 1.95 / 1.95
Charge: -1
Energy above the lowest of the compared OMol25 structures with the same formula, charge and spin, kJ/mol: 0.0

Geometry (Å):
C1 0.13 -1.88 2.45
N1 -0.14 -2.24 1.34
O1 2.36 0.70 0.97
O2 0.20 -1.82 3.60
S1 3.48 0.66 0.07
I1 4.79 -1.45 0.83
I2 4.20 3.22 0.16
I3 2.59 0.41 -2.42
H1 -0.33 -1.82 0.44

=====

No. 19
ORCA calculation (ωB97M-V/def2-TZVPD) on a structure of composition CHI3O in a non-equilibrium geometry.

Properties
E_HOMO, eV: -9.859
LUMO energy, eV: -0.98
Energy above the lowest of the compared OMol25 structures with the same formula, charge and spin, kJ/mol: 40.9

Geometry (Å):
C1 -0.42 -3.29 -2.09
O1 -1.45 -3.71 -1.72
I1 1.42 -4.27 -1.45
I2 1.44 1.21 0.76
I3 -0.16 -1.56 -3.22
H1 2.31 1.64 2.05

=====

No. 20
ORCA calculation (ωB97M-V/def2-TZVPD) on a structure of composition CHI3S in a non-equilibrium geometry.

Properties
E_HOMO, eV: -9.249
LUMO energy, eV: -1.82
Energy above the lowest of the compared OMol25 structures with the same formula, charge and spin, kJ/mol: 191.0

Geometry (Å):
C1 0.94 -0.86 -2.26
S1 -0.70 -0.16 -0.55
I1 0.95 -2.94 -2.29
I2 2.66 0.04 -1.46
I3 0.26 0.12 -4.06
H1 -1.59 -0.81 -1.30